{
  "formula": "C34H61N9O3SbSi3Y",
  "method": "the ωB97M-V functional and the def2-TZVPD basis",
  "energy_ha": -3197.95734,
  "largest_force_ev_per_a": 0.73,
  "total_charge": 0,
  "multiplicity": 1,
  "homo_energy_ev": -7.7,
  "e_above_lowest_kj_mol": 4.9,
  "species": ["Y", "N", "C", "C", "C", "C", "N", "H", "H", "H", "H", "H", "H", "H", "H", "H", "H", "H", "H", "C", "Sb", "C", "C", "C", "C", "C", "C", "N", "Si", "C", "C", "C", "C", "C", "C", "C", "C", "C", "N", "Si", "C", "C", "C", "Si", "C", "C", "C", "H", "H", "H", "H", "H", "H", "H", "H", "H", "H", "H", "H", "H", "H", "H", "H", "H", "H", "H", "H", "H", "H", "H", "H", "H", "H", "H", "H", "H", "H", "H", "H", "H", "H", "H", "H", "H", "H", "C", "C", "C", "O", "C", "O", "O", "H", "H", "H", "H", "H", "H", "H", "N", "N", "H", "H", "H", "H", "N", "C", "C", "C", "N", "C", "N"],
  "positions_angstrom": [[-0.34847, -0.89280, -0.96553], [-2.45893, -2.24166, -1.36179], [-3.19489, -2.67705, -2.56851], [-3.03444, -1.69673, -3.72995], [-1.87354, -1.99807, -4.69537], [-0.62346, -1.14733, -4.55310], [0.17785, -1.51480, -3.36189], [-2.37717, -3.00478, -0.69556], [-3.00716, -1.51186, -0.91384], [-4.25414, -2.79175, -2.32569], [-2.82873, -3.66135, -2.86426], [-2.95277, -0.67996, -3.33078], [-3.96222, -1.70990, -4.30323], [-2.22673, -1.85976, -5.71830], [-1.59180, -3.05563, -4.61956], [-0.89073, -0.09280, -4.47917], [-0.01553, -1.25684, -5.45485], [1.06048, -1.00772, -3.41495], [0.42896, -2.49971, -3.42627], [2.20525, -4.89631, 1.44226], [1.15276, -3.03428, 1.76573], [1.80540, -2.09252, -0.15096], [1.42077, -3.16783, -1.05795], [2.25128, -3.79665, -2.02429], [1.76536, -4.82300, -2.79507], [0.44323, -5.25363, -2.63331], [-0.32917, -4.57697, -1.71996], [0.11720, -3.55402, -0.98092], [3.44815, -1.28510, -0.52048], [3.39426, -0.47436, -2.22743], [3.86327, 0.09579, 0.67360], [4.95052, -2.44658, -0.68682], [2.17253, -2.38720, 3.68172], [2.06494, -0.88814, 3.72128], [2.63159, -0.11785, 4.74384], [2.52000, 1.25887, 4.72072], [1.84054, 1.86689, 3.67737], [1.26439, 1.04845, 2.72738], [1.34722, -0.28633, 2.75763], [0.90268, -3.02095, 4.97299], [-0.65448, -1.98440, 4.85032], [1.51896, -2.86167, 6.73970], [0.42077, -4.81626, 4.70662], [3.90566, -3.08003, 4.05971], [5.04860, -2.87861, 2.59981], [4.83461, -2.27688, 5.49179], [3.84049, -4.89601, 4.53745], [1.86071, -5.29658, 0.48799], [1.92845, -5.60278, 2.22354], [3.28885, -4.79538, 1.40903], [3.27945, -3.48718, -2.13251], [2.41270, -5.30848, -3.51520], [0.03673, -6.07822, -3.20089], [-1.36720, -4.85730, -1.56930], [2.65981, 0.32769, -2.30605], [3.21628, -1.20301, -3.02528], [4.37686, -0.03590, -2.42577], [3.14089, 0.90982, 0.58110], [4.84935, 0.49655, 0.42321], [3.87945, -0.21851, 1.71653], [5.25376, -2.49735, -1.73660], [4.77229, -3.46888, -0.34920], [5.80332, -2.06093, -0.12550], [3.15283, -0.60046, 5.55376], [2.96478, 1.85045, 5.51129], [1.73832, 2.94039, 3.61017], [0.71546, 1.47811, 1.89462], [-0.46386, -0.93659, 5.09271], [-1.39948, -2.36030, 5.55646], [-1.08699, -2.03602, 3.84910], [1.78541, -1.83417, 6.99406], [2.37419, -3.50184, 6.95878], [0.70567, -3.15977, 7.40738], [-0.11419, -4.96859, 3.76737], [-0.25854, -5.09939, 5.51582], [1.26885, -5.49994, 4.73489], [5.36649, -1.84023, 2.48758], [4.57318, -3.18123, 1.67112], [5.94645, -3.48782, 2.73250], [5.19171, -1.27575, 5.24730], [5.71885, -2.89829, 5.66406], [4.28383, -2.23239, 6.43126], [3.38805, -5.54394, 3.79051], [3.32660, -5.05634, 5.48719], [4.87471, -5.22445, 4.67450], [-2.04852, 1.01671, 2.75952], [-2.30987, 0.03723, 1.63063], [-3.38652, -0.96730, 2.01887], [-1.10283, -0.70104, 1.27519], [-2.74569, 0.79513, 0.36000], [-3.59252, 1.65906, 0.44940], [-2.14777, 0.41440, -0.72656], [-1.62675, 0.49736, 3.62264], [-2.99786, 1.46360, 3.04913], [-1.39154, 1.82912, 2.45192], [-3.11942, -1.46447, 2.95246], [-3.51982, -1.73163, 1.25111], [-4.33228, -0.44360, 2.15400], [-0.41657, -0.68238, 1.97608], [-0.39784, 3.82410, 1.29111], [-0.18359, 2.90235, 0.20918], [-0.83277, 4.67747, 0.94916], [0.51488, 4.08073, 1.64611], [0.21307, 3.39141, -0.58845], [-1.10189, 2.58476, -0.08590], [0.32189, 1.03666, -2.17932], [-0.13157, 1.91248, -2.80004], [-0.66415, 2.94927, -3.53288], [-0.72484, 4.22974, -2.93137], [-0.73351, 5.24304, -2.37963], [-1.15220, 2.66121, -4.83052], [-1.55652, 2.36254, -5.86894]],
  "forces_ev_per_a": [[-0.433, -0.591, -0.003], [0.022, 0.072, 0.029], [0.038, 0.048, -0.016], [0.018, -0.021, 0.002], [-0.017, 0.007, 0.001], [-0.003, 0.002, 0.017], [0.002, 0.011, 0.072], [-0.051, -0.019, -0.019], [-0.045, -0.022, -0.043], [-0.001, -0.011, -0.011], [0.017, 0.006, 0.005], [0.003, 0.006, -0.015], [-0.007, -0.012, 0.009], [0.003, 0.031, 0.003], [-0.014, -0.004, -0.016], [-0.021, -0.025, -0.004], [0.003, 0.004, 0.001], [0.015, -0.035, -0.009], [-0.042, -0.010, -0.036], [0.018, -0.019, -0.003], [0.012, 0.036, 0.014], [0.200, 0.036, 0.059], [0.057, 0.111, -0.043], [0.008, -0.013, -0.007], [0.015, 0.015, 0.004], [-0.016, -0.009, 0.005], [-0.021, 0.016, -0.009], [0.014, 0.267, 0.008], [0.012, -0.032, 0.011], [-0.001, 0.005, -0.016], [-0.015, -0.009, -0.014], [-0.009, -0.010, 0.011], [0.038, 0.028, -0.036], [-0.039, -0.008, 0.039], [0.016, 0.013, 0.008], [-0.006, 0.009, 0.003], [-0.001, 0.004, 0.001], [-0.033, -0.018, -0.042], [-0.001, -0.010, -0.050], [-0.020, -0.014, 0.003], [-0.008, 0.004, 0.011], [0.016, 0.018, 0.003], [-0.007, -0.015, -0.008], [-0.007, -0.004, -0.008], [-0.017, 0.018, -0.016], [0.040, -0.018, -0.007], [0.032, -0.010, 0.012], [-0.006, 0.003, 0.000], [-0.001, -0.003, 0.000], [-0.036, -0.022, 0.006], [-0.005, -0.008, 0.009], [-0.003, -0.002, -0.001], [0.003, -0.001, -0.002], [0.004, 0.002, -0.004], [-0.010, 0.009, 0.001], [0.003, 0.005, 0.006], [-0.003, -0.002, -0.003], [-0.017, 0.009, 0.008], [-0.003, -0.002, 0.002], [0.004, -0.017, 0.038], [0.003, 0.002, 0.004], [-0.002, 0.013, -0.023], [0.005, -0.002, 0.011], [-0.018, 0.024, -0.027], [-0.003, 0.001, 0.001], [0.002, 0.006, -0.004], [0.004, -0.020, 0.008], [0.008, -0.002, 0.007], [-0.005, 0.004, -0.002], [0.005, -0.004, 0.011], [-0.001, 0.000, 0.000], [0.003, -0.003, -0.005], [0.002, -0.002, -0.003], [-0.007, 0.004, -0.007], [-0.008, -0.001, -0.005], [-0.048, 0.020, -0.001], [-0.007, 0.017, -0.008], [0.031, 0.013, 0.021], [0.004, 0.007, 0.011], [-0.003, 0.006, 0.001], [-0.001, -0.004, 0.000], [-0.011, -0.010, 0.017], [-0.003, -0.008, -0.019], [0.020, 0.008, -0.011], [0.003, 0.000, -0.004], [0.005, 0.003, -0.012], [0.019, -0.016, 0.012], [-0.019, 0.008, 0.022], [0.122, 0.105, -0.082], [0.077, 0.021, 0.008], [-0.058, -0.043, -0.008], [0.102, 0.057, 0.021], [-0.005, 0.000, 0.003], [0.000, -0.001, -0.004], [0.007, -0.002, 0.004], [-0.004, -0.005, -0.005], [0.014, 0.000, -0.007], [0.002, -0.001, 0.000], [-0.035, 0.022, 0.035], [0.000, 0.031, -0.015], [-0.013, -0.001, 0.061], [0.005, 0.003, 0.005], [0.005, -0.003, 0.005], [0.000, -0.026, -0.019], [0.011, 0.001, -0.002], [0.070, -0.036, 0.037], [0.018, 0.010, 0.007], [0.049, -0.015, -0.013], [0.008, 0.007, -0.002], [-0.003, -0.005, -0.002], [-0.094, 0.033, 0.038], [0.048, -0.012, -0.022]],
  "mulliken_charge": [0.4326, -0.4007, -0.9136, -0.6083, -0.8757, -0.6004, -0.3975, 0.2238, 0.1631, 0.4608, 0.4536, 0.2893, 0.4626, 0.4581, 0.3960, -0.1662, 0.5093, 0.0969, 0.1993, -1.4086, -0.8231, 0.8090, 0.9575, -1.1116, -0.8107, -1.0890, -1.1410, 0.7939, -0.1435, -1.2638, -0.4065, -1.6795, 2.8875, -2.0126, -0.5357, -1.8004, -1.0309, -0.7124, 0.8109, 0.6388, -0.7600, -1.0988, -1.1307, 0.2795, -0.5644, -1.4041, -1.1519, 0.2838, 0.5791, 0.4072, 0.2193, 0.4465, 0.4751, 0.6973, 0.1935, 0.3471, 0.5024, 0.1260, 0.5407, -0.2449, 0.5900, 0.4842, 0.5057, 0.8350, 0.4230, 0.4911, 0.4979, 0.2369, 0.6663, -0.2174, 0.2958, 0.3134, 0.4424, 0.2816, 0.4860, 0.3687, 0.3026, -0.5038, 0.5756, 0.3769, 0.4225, 0.3945, 0.3772, 0.3086, 0.4621, -1.6288, 2.4857, -1.5731, 2.8570, -0.9469, -0.6874, -0.4472, 0.3078, 0.4593, 0.3027, 0.3560, 0.1780, 0.4261, -0.8225, -0.6824, -0.2124, 0.2679, 0.1674, 0.1944, 0.1189, 0.0956, 0.3254, 0.2952, -0.0491, -0.5738, 0.0992, -0.5838]
}